{
  "formula": "C40H92Br16O16P4",
  "method": "ωB97M-V/def2-TZVPD",
  "smiles": "CCOP(=O)(OCC)OCC.CCOP(=O)(OCC)OCC.CCOP(=O)(OCC)OCC.CCOP(=O)(OCC)OCC.BrCCBr.BrCCBr.BrCCBr.BrCCBr.BrCCBr.BrCCBr.BrCCBr.BrCCBr",
  "charge": 0,
  "total_energy_ha": -45333.131461,
  "species": ["Br", "C", "C", "Br", "H", "H", "H", "H", "Br", "C", "C", "Br", "H", "H", "H", "H", "Br", "C", "C", "Br", "H", "H", "H", "H", "Br", "C", "C", "Br", "H", "H", "H", "H", "Br", "C", "C", "Br", "H", "H", "H", "H", "Br", "C", "C", "Br", "H", "H", "H", "H", "Br", "C", "C", "Br", "H", "H", "H", "H", "Br", "C", "C", "Br", "H", "H", "H", "H", "C", "C", "O", "P", "O", "O", "C", "C", "O", "C", "C", "H", "H", "H", "H", "H", "H", "H", "H", "H", "H", "H", "H", "H", "H", "H", "C", "C", "O", "P", "O", "O", "C", "C", "O", "C", "C", "H", "H", "H", "H", "H", "H", "H", "H", "H", "H", "H", "H", "H", "H", "H", "C", "C", "O", "P", "O", "O", "C", "C", "O", "C", "C", "H", "H", "H", "H", "H", "H", "H", "H", "H", "H", "H", "H", "H", "H", "H", "C", "C", "O", "P", "O", "O", "C", "C", "O", "C", "C", "H", "H", "H", "H", "H", "H", "H", "H", "H", "H", "H", "H", "H", "H", "H"],
  "coordinates": [[16.64740, 21.80584, 7.94603], [16.41334, 19.91080, 8.50465], [16.41454, 19.78170, 9.99024], [18.22244, 20.20810, 10.79731], [17.33016, 19.48024, 8.10199], [15.63808, 19.46186, 7.88374], [16.14545, 18.75618, 10.24323], [15.76626, 20.56714, 10.37872], [15.72802, 28.40444, 16.72023], [14.54002, 27.31040, 17.86518], [13.27068, 28.04960, 18.17897], [11.97322, 26.85610, 19.06008], [15.07954, 27.06250, 18.77928], [14.32398, 26.46418, 17.21299], [12.80068, 28.42848, 17.27141], [13.36176, 28.91986, 18.82892], [9.70485, 18.26976, 12.82700], [7.96254, 19.02010, 13.51674], [8.18342, 19.61728, 14.91785], [6.41246, 19.69554, 15.75105], [7.22352, 18.21916, 13.53762], [7.46398, 19.74482, 12.87307], [8.67414, 20.58476, 15.02392], [8.77568, 18.86864, 15.44404], [12.42158, 25.76134, 14.96943], [10.44150, 26.00498, 14.77515], [9.83002, 26.36308, 16.13616], [7.84488, 26.60674, 16.17119], [10.10296, 25.04162, 14.39380], [10.15696, 26.69438, 13.98025], [10.29245, 27.17360, 16.69946], [9.95502, 25.59126, 16.89561], [10.79742, 19.71076, 19.16409], [12.16982, 19.05560, 20.45515], [11.72370, 19.37443, 21.86649], [13.27694, 19.06289, 23.00270], [13.02482, 19.68602, 20.21097], [12.29864, 17.99356, 20.24645], [10.82100, 18.88134, 22.22712], [11.54110, 20.43347, 22.04875], [12.81566, 20.36558, 8.85632], [12.75318, 18.44306, 8.96657], [11.36874, 17.96466, 9.23846], [11.22436, 16.01296, 9.39925], [13.41926, 18.13390, 9.77209], [13.28006, 18.03539, 8.10384], [10.72704, 18.35950, 8.45079], [10.94098, 18.44058, 10.12085], [15.61912, 18.57364, 19.55099], [16.37600, 20.45632, 19.88391], [16.38156, 21.33170, 18.65751], [17.11398, 23.02684, 19.23442], [17.38243, 20.28786, 20.26709], [15.84152, 20.91646, 20.71500], [15.39400, 21.52556, 18.23890], [17.15261, 20.95834, 17.98356], [16.02154, 24.23506, 15.82587], [15.64502, 24.24258, 13.90008], [14.98788, 22.92454, 13.44034], [14.65858, 22.99420, 11.45570], [16.58942, 24.44938, 13.39664], [15.10148, 25.18366, 13.81628], [14.00096, 22.73274, 13.86142], [15.62104, 22.06810, 13.67214], [12.09486, 10.60836, 22.78040], [11.09328, 11.59494, 22.25606], [11.78790, 12.69454, 21.78663], [12.66006, 12.81670, 20.38458], [13.44272, 11.60488, 20.03794], [13.55822, 14.18762, 20.55111], [14.60416, 14.29860, 21.48149], [15.24960, 15.63858, 21.27003], [11.47372, 13.16238, 19.24868], [11.74912, 13.00420, 17.88213], [10.50292, 13.53934, 17.14268], [12.69098, 10.88112, 23.65122], [11.60228, 9.68645, 23.08952], [12.75408, 10.37231, 21.94505], [10.40185, 11.04178, 21.62043], [10.48052, 11.95208, 23.08376], [14.05422, 14.15340, 22.41133], [15.36222, 13.51654, 21.43875], [16.05586, 15.82734, 21.97885], [15.52134, 15.69406, 20.21590], [14.42584, 16.34020, 21.40135], [12.63568, 13.60688, 17.68499], [12.00772, 11.99562, 17.55961], [9.64372, 12.90516, 17.36106], [10.24604, 14.51912, 17.54532], [10.82788, 13.67222, 16.11076], [17.27650, 19.63343, 14.57063], [16.55036, 18.39798, 15.09406], [17.44380, 17.27670, 14.98331], [16.76546, 15.81552, 15.10912], [15.28754, 15.87406, 14.84806], [17.55224, 14.90922, 14.02000], [17.56178, 15.36246, 12.65384], [18.38426, 14.45406, 11.68969], [17.21592, 15.17364, 16.53790], [16.31154, 14.34798, 17.27650], [17.12608, 13.95394, 18.44412], [17.47574, 19.40234, 13.52421], [16.68730, 20.53004, 14.76310], [18.23603, 19.93880, 14.98798], [16.20459, 18.54862, 16.11673], [15.73222, 18.18802, 14.40510], [16.56284, 15.60676, 12.29254], [18.16078, 16.25964, 12.80989], [19.23740, 14.03030, 12.21948], [17.89366, 13.58384, 11.25363], [18.85700, 15.00878, 10.87918], [15.50898, 15.02876, 17.56029], [15.87156, 13.54270, 16.68825], [17.47286, 14.80164, 19.03509], [16.42062, 13.34734, 19.01198], [17.93812, 13.28928, 18.14929], [11.27914, 15.41410, 13.58707], [10.23186, 14.46528, 12.90914], [10.78078, 13.37164, 12.17097], [10.98460, 11.88524, 12.84341], [11.41196, 10.74080, 11.96051], [11.96524, 12.17696, 14.11044], [13.19114, 11.52474, 14.23695], [14.33880, 12.55466, 14.44654], [9.56814, 11.66756, 13.58076], [9.39818, 10.54222, 14.34994], [7.98078, 10.68010, 14.82166], [10.75308, 16.21032, 14.11374], [11.81914, 14.79214, 14.30097], [11.85454, 15.90678, 12.80329], [9.41420, 14.05870, 13.50431], [9.61264, 15.00478, 12.19247], [13.10758, 10.92482, 15.14314], [13.37148, 10.69586, 13.55245], [13.93178, 13.35212, 15.06822], [15.18046, 12.17714, 15.02723], [14.70484, 13.09770, 13.57522], [9.58984, 9.63996, 13.76916], [10.10652, 10.58034, 15.17753], [7.27808, 10.38076, 14.04403], [7.73140, 10.04018, 15.66807], [7.77398, 11.71660, 15.08816], [11.79688, 16.92242, 17.20932], [13.16730, 17.62267, 16.99579], [13.17442, 19.00568, 17.10947], [12.68560, 20.03977, 15.94438], [11.22284, 20.03038, 15.69872], [13.25100, 21.47768, 16.37429], [12.34786, 22.41072, 16.95238], [13.09284, 23.18316, 18.11644], [13.71848, 19.68977, 14.78843], [13.19850, 19.83998, 13.46692], [14.04152, 19.05958, 12.43829], [11.84652, 15.84714, 17.03777], [11.43450, 17.02672, 18.23202], [11.03004, 17.35903, 16.56946], [13.89426, 17.31704, 17.74826], [13.66170, 17.27838, 16.08742], [12.21476, 23.10094, 16.11931], [11.42634, 21.93086, 17.28194], [12.41254, 23.96826, 18.44649], [13.23668, 22.51688, 18.96700], [14.01682, 23.58740, 17.70300], [12.15042, 19.59696, 13.29214], [13.14000, 20.87661, 13.13514], [14.10142, 18.00309, 12.69969], [13.66726, 19.16936, 11.42046], [15.02480, 19.51876, 12.54036]],
  "forces_ev_per_a": [[-0.4, -0.6, 0.1], [2.0, 0.5, -1.4], [0.1, 0.6, 0.0], [-1.1, -0.4, -0.6], [0.0, -0.1, 0.1], [-0.5, 0.3, 0.7], [0.1, 0.2, 0.5], [-0.1, -0.5, 0.5], [-0.3, -0.1, 0.5], [0.1, 0.1, -0.3], [-0.5, 0.7, -0.3], [0.4, 0.3, -0.1], [0.1, -0.2, -0.3], [0.1, -0.1, 0.5], [-0.1, -0.3, 0.0], [0.3, -0.3, 0.1], [-1.4, 0.8, 0.1], [-0.2, 0.7, 0.3], [0.1, -1.4, -0.3], [0.3, 0.2, 0.0], [0.6, -0.4, 0.3], [0.8, 0.2, -0.5], [-0.2, -0.2, -0.4], [-0.2, 0.3, 0.4], [-1.0, 0.4, -0.1], [-0.5, -0.3, 0.3], [0.0, -0.6, 0.9], [1.1, 0.0, -0.4], [0.0, -0.1, 0.4], [0.7, 0.4, 0.3], [-0.2, 0.6, -0.9], [0.0, -0.6, -0.6], [0.0, -0.2, 0.6], [-0.8, 1.0, -0.2], [-0.1, 0.6, 0.1], [-0.1, -0.4, 0.3], [0.0, -0.6, -0.1], [0.2, 0.2, 0.1], [0.4, -0.5, -0.1], [0.0, 0.0, -0.5], [-0.1, 0.2, 0.0], [1.5, -0.9, 0.6], [-1.0, 0.6, -0.5], [0.1, 0.8, 0.0], [-0.1, 0.3, 0.2], [-0.7, 0.1, -0.4], [-0.2, -0.7, -0.3], [0.3, -0.4, 0.3], [0.7, 1.6, 0.1], [-0.1, -0.7, 0.6], [0.5, -0.6, 0.2], [0.0, 0.5, 0.1], [-0.1, -0.2, -0.3], [-0.5, -0.4, -0.2], [0.3, -0.2, -0.2], [-0.6, 0.0, -0.4], [0.1, -0.4, -0.2], [0.1, 0.2, -0.1], [-0.1, 0.9, -0.2], [0.3, -0.1, 1.0], [0.0, -0.5, 0.1], [-0.6, -0.6, -0.4], [0.2, 0.3, 0.1], [0.0, 0.1, -0.3], [0.3, -1.3, 0.0], [-0.3, -1.5, 2.0], [1.6, 2.7, -3.1], [-1.1, -0.4, -0.2], [-0.5, 1.2, 0.2], [-2.6, -1.9, -2.0], [0.3, -0.7, 1.5], [-1.3, 0.0, 0.1], [1.7, -0.5, 3.6], [-0.2, 0.9, -1.1], [1.2, 0.1, 0.7], [-0.1, 0.6, -0.2], [-0.2, -0.1, -0.1], [0.2, -0.2, 0.2], [0.2, 0.6, -0.9], [-0.1, 0.3, -0.1], [0.7, 0.5, 0.7], [-0.2, -0.4, -0.5], [0.0, 0.1, -0.3], [0.5, 0.1, 0.2], [0.3, 0.5, 0.2], [0.0, 0.2, -0.5], [-0.2, -0.3, 0.4], [0.1, -0.2, -0.6], [0.1, 0.0, 0.0], [-0.7, -0.3, -0.3], [0.2, -0.2, -0.1], [0.4, 0.9, -0.3], [0.1, -1.6, 0.6], [-1.0, -0.5, -0.5], [1.6, -0.2, 0.7], [-0.7, -0.3, 1.3], [1.6, 0.6, -0.4], [0.1, -0.3, 0.9], [0.2, 1.4, -3.2], [-0.2, 1.4, -0.1], [-0.7, -1.4, 0.7], [-0.2, 0.7, -0.2], [-0.5, -0.1, -0.6], [0.2, -0.8, 0.5], [-0.1, -0.3, 0.1], [-0.2, 0.2, 0.5], [0.0, -0.2, 0.1], [-0.3, 0.5, -1.0], [0.0, 0.1, 0.4], [-0.5, 0.2, 0.1], [-0.4, 0.4, 0.0], [-0.4, -0.3, 0.2], [0.4, -0.1, 0.0], [0.0, -0.1, -0.2], [0.2, -0.1, 0.7], [0.1, 0.2, 0.0], [-1.5, -1.4, -0.4], [-0.9, 1.0, 0.0], [0.9, -2.4, 0.3], [0.2, 0.1, -0.8], [-0.7, 2.5, 1.5], [-1.6, 0.2, -1.6], [2.1, -0.8, 1.5], [-0.8, 0.1, 0.1], [1.7, 2.1, -2.3], [-0.4, -1.0, 1.2], [-0.9, -0.8, 0.4], [0.0, -0.3, 0.1], [0.6, 0.4, -0.2], [0.5, -0.4, 0.2], [0.5, 0.0, 1.0], [0.5, 0.4, -0.4], [0.1, 0.3, 0.6], [-0.1, 0.7, -1.0], [-0.2, 0.1, 0.1], [0.0, -0.4, -0.3], [-0.1, -0.4, -0.3], [-0.1, -0.1, 0.0], [0.1, -0.2, 0.3], [0.1, 0.2, -0.2], [0.2, 0.0, 0.2], [0.1, -0.1, 0.1], [0.5, 0.6, 0.2], [0.1, -2.2, 0.1], [-0.5, 3.1, -1.0], [0.0, -0.6, 1.7], [1.2, -0.1, -0.3], [0.2, -2.1, 0.1], [1.0, 1.7, 0.9], [-1.5, -1.0, -1.3], [-1.0, -0.2, -0.5], [-0.6, 0.0, -2.6], [0.2, 0.6, 1.4], [0.3, 0.1, -0.3], [0.1, 0.2, 0.1], [0.0, 0.0, -0.2], [-0.2, -0.3, 0.4], [-0.3, 0.2, -0.5], [-0.7, 0.3, 0.3], [0.1, 0.2, -0.1], [0.2, 0.2, 0.0], [0.3, 0.0, 0.0], [0.0, 0.0, 0.3], [-0.1, -0.7, 1.1], [0.7, 0.4, 0.4], [0.0, -0.1, 0.0], [-0.1, 0.3, 0.3], [0.4, -0.3, -0.5]]
}